Computed, not measured: an isolated molecule of C4H5ClN2O, with wB97M-V/def2-TZVPD.

Structure (XYZ):
```
13
C4H5ClN2O | the OMol25 dataset | wB97M-V/def2-TZVPD
C 1.69 -0.78 1.20
C 0.62 -0.19 0.28
C -1.42 0.55 -0.18
C 0.40 0.10 -1.10
H 1.04 -1.51 1.66
H 2.38 -1.53 0.66
H 2.16 -0.11 1.91
H -3.07 1.36 0.77
H -1.12 1.16 -2.09
N -2.68 0.89 -0.18
N -0.68 0.69 -1.31
O -0.67 0.12 0.77
Cl 1.35 -0.75 -2.38
```

Output
HOMO-LUMO gap	8.45	eV
relative energy (zero: lowest compared OMol25 entry of this formula, charge and spin)	69.6	kcal/mol
LUMO level	0.61	eV
energy	-21776.417	eV
SMILES string	[H]/N=c1/[nH]c(Cl)c(C)o1
HOMO energy	-7.8	eV

Löwdin population analysis, charges in e, atoms 1 to 2: -0.014 -0.218



Computed, not measured: a cluster of 2 separate species, CH3N3O in total, with wB97M-V/def2-TZVPD.

Structure (XYZ):
```
8
CH3N3O | the OMol25 dataset | wB97M-V/def2-TZVPD
C 0.92 -0.84 -1.00
N -0.22 2.32 2.09
N -0.96 1.76 1.53
N -0.12 -1.52 -1.16
O -1.74 1.13 0.96
H 1.35 -0.48 -0.09
H 1.36 -0.44 -1.93
H -0.59 -1.93 -0.41
```

Output
HOMO-LUMO gap	10.88	eV
relative energy (zero: lowest compared OMol25 entry of this formula, charge and spin)	73.7	kcal/mol
LUMO level	1.03	eV
energy	-7600.406	eV
SMILES string	N#[N+][O-].C=N
HOMO energy	-9.8	eV

Löwdin population analysis, charges in e, atoms 1 to 2: -0.153 0.231



Computed, not measured: a structure of composition C18H18F18N6O18S6Zn2, with wB97M-V/def2-TZVPD.

Structure (XYZ):
```
86
C18H18F18N6O18S6Zn2 | the OMol25 dataset | wB97M-V/def2-TZVPD
Zn -0.41 2.37 2.15
Zn 0.30 2.61 -2.89
C -2.20 5.28 -0.65
F -2.58 6.08 0.32
F -2.97 4.19 -0.67
F -2.21 5.89 -1.82
S -0.43 4.65 -0.31
O -0.52 4.02 1.01
O -0.19 3.70 -1.39
O 0.39 5.83 -0.33
C -4.67 1.75 2.15
F -5.61 1.13 2.86
F -3.93 0.75 1.65
F -5.19 2.54 1.23
S -3.62 2.74 3.32
O -4.28 4.06 3.28
O -3.60 2.29 4.70
O -2.32 2.80 2.64
C 4.33 2.54 -0.82
F 5.65 2.61 -0.79
F 3.97 1.39 -0.23
F 3.78 3.53 -0.12
S 3.73 2.73 -2.61
O 2.25 2.59 -2.46
O 4.08 4.13 -2.86
O 4.41 1.84 -3.52
C 0.02 0.12 -6.60
F -1.22 0.18 -6.09
F 0.27 -1.06 -7.12
F 0.12 1.08 -7.51
S 1.22 0.46 -5.16
O 0.71 1.72 -4.60
O 1.13 -0.69 -4.26
O 2.50 0.60 -5.79
C -1.36 -1.70 3.99
F -1.17 -2.52 5.03
F -0.79 -2.29 2.95
F -2.68 -1.50 3.85
S -0.53 -0.07 4.44
O -1.21 0.50 5.58
O 0.86 -0.37 4.71
O -0.66 0.75 3.22
C -1.72 -0.73 -0.80
F -1.64 -1.85 -0.07
F -1.81 -1.10 -2.06
F -2.80 0.02 -0.57
S -0.17 0.30 -0.48
O 0.15 0.96 -1.74
O -0.53 1.34 0.50
O 0.78 -0.67 -0.02
C -4.10 -3.40 -2.30
C -4.03 -2.26 -3.23
N -4.02 -1.40 -3.99
H -3.39 -4.18 -2.59
H -5.07 -3.88 -2.22
H -3.81 -3.04 -1.31
C 0.44 -4.61 -0.25
C 1.71 -5.33 -0.44
N 2.69 -5.88 -0.63
H -0.37 -5.30 -0.51
H 0.38 -3.80 -0.99
H 0.33 -4.03 0.66
C 3.93 2.78 3.36
C 2.73 2.51 2.58
N 1.78 2.29 1.99
H 3.92 2.64 4.43
H 4.11 3.85 3.25
H 4.75 2.25 2.87
C 3.94 -2.04 -1.65
C 4.65 -1.49 -2.79
N 5.14 -1.03 -3.72
H 3.42 -2.96 -1.95
H 3.20 -1.34 -1.27
H 4.63 -2.23 -0.83
C -3.29 -3.93 1.77
C -4.74 -3.98 1.74
N -5.89 -3.90 1.73
H -2.87 -4.15 2.74
H -3.00 -2.98 1.31
H -2.87 -4.63 1.04
C 3.15 -1.58 2.45
C 2.75 -2.82 3.10
N 2.50 -3.78 3.68
H 4.22 -1.39 2.45
H 2.54 -0.81 2.92
H 2.90 -1.67 1.39
```

Output
HOMO-LUMO gap	8.59	eV
total charge	-2
relative energy (zero: lowest compared OMol25 entry of this formula, charge and spin)	57.9	kcal/mol
LUMO level	3.28	eV
energy	-275521.084	eV
HOMO energy	-5.3	eV

Löwdin population analysis, charges in e, atoms 1 to 2: 0.660 0.844



Computed, not measured: a structure of composition C25H24IN5O3PtS2, with wB97M-V/def2-TZVPD.

Structure (XYZ):
```
61
C25H24IN5O3PtS2 | the OMol25 dataset | wB97M-V/def2-TZVPD
Pt -0.29 0.19 0.24
C 1.47 -0.40 5.10
C 1.98 -0.83 3.78
N 3.10 -1.44 3.55
N 3.12 -1.62 2.19
C 2.04 -1.14 1.58
S 1.61 -1.13 -0.08
N 1.30 -0.65 2.59
N 0.06 -0.03 2.38
H 2.22 -0.62 5.86
H 0.55 -0.92 5.37
H 1.28 0.68 5.11
H 3.91 -2.07 1.75
H 0.12 0.95 2.67
H -0.65 -0.54 2.90
I -2.00 -2.16 -0.42
C -0.93 -1.90 -2.17
C -0.89 -2.98 -3.03
C -0.32 -2.82 -4.29
C 0.16 -1.59 -4.72
C 0.11 -0.49 -3.88
C 0.60 0.81 -4.34
C 0.48 1.90 -3.60
C -0.13 1.85 -2.23
C -0.31 0.45 -1.65
C -0.39 -0.63 -2.55
H -1.31 -3.93 -2.74
H -0.28 -3.67 -4.96
H 0.57 -1.48 -5.72
H 1.05 0.85 -5.33
H 0.81 2.87 -3.96
H 0.45 2.44 -1.52
C -3.81 3.94 -2.59
C -2.60 4.61 -2.58
C -1.44 3.89 -2.43
N -1.47 2.55 -2.30
C -2.64 1.88 -2.31
C -3.82 2.55 -2.44
H -4.74 4.48 -2.71
H -2.54 5.68 -2.69
H -0.47 4.35 -2.39
H -2.59 0.81 -2.19
H -4.75 1.99 -2.44
C -3.93 5.63 5.54
C -3.13 4.97 4.45
C -3.62 4.87 3.15
C -2.87 4.28 2.15
C -1.61 3.77 2.45
C -1.10 3.86 3.74
C -1.86 4.46 4.73
S -0.65 3.04 1.19
O 0.60 2.60 1.78
O -0.53 3.96 0.08
O -1.48 1.81 0.76
H -4.95 5.85 5.21
H -3.47 6.57 5.84
H -3.99 5.00 6.43
H -4.60 5.27 2.92
H -3.26 4.22 1.14
H -0.10 3.50 3.95
H -1.46 4.55 5.73
```

Output
HOMO-LUMO gap	5.94	eV
total charge	+2
relative energy (zero: lowest compared OMol25 entry of this formula, charge and spin)	0.0	kcal/mol
LUMO level	-7.71	eV
energy	-72910.433	eV
HOMO energy	-13.6	eV

Löwdin population analysis, charges in e, atoms 1 to 2: 0.827 0.026